# 1
Computed, not measured: a cluster of 2 separate species, C5H11NO4 in total at a distorted geometry, with ωB97M-V with the def2-TZVPD basis set.

Positions of all 21 atoms, in Å:
N: -0.38154 2.09536 0.92716
O: -1.10322 2.79985 1.63614
O: 0.80684 2.17820 0.72469
C: 2.19478 0.01907 0.26366
C: 1.13370 -0.98622 -0.06830
C: -0.36530 -0.45986 0.01858
C: -1.24501 -1.69511 -0.01373
C: -0.86878 0.45796 -1.15807
O: -2.04058 1.12120 -0.77549
O: -0.50417 0.24494 1.21965
H: 3.18329 -0.43764 0.30972
H: 2.23822 0.83876 -0.44786
H: 2.00364 0.42271 1.25155
H: 1.26077 -1.38637 -1.08510
H: 1.21100 -1.82467 0.64131
H: -1.11715 -2.16552 -0.99879
H: -1.02431 -2.38597 0.80698
H: -2.27688 -1.37350 0.10142
H: -0.13907 1.24070 -1.42552
H: -1.09530 -0.11511 -2.07673
H: -1.87093 1.41122 0.14874

Computed properties:
Spin multiplicity ... 1
Calculated total energy ... -15036.76875 eV
Gap between HOMO and LUMO (alpha / beta) ... 7.92 / 7.75 eV
Charge ... 0
Relative energy (zero: lowest compared OMol25 entry of this formula, charge and spin) ... 755.7 kJ/mol
HOMO (alpha / beta) ... -10.39 / -10.25 eV

These are the natural (NBO) partial charges, in e, on atoms 1 to 8: N 0.5704; O -0.2615; O -0.2390; C -0.6054; C -0.4123; C 0.1837; C -0.6166; C -0.0766

# 2
Computed, not measured: a cluster of 2 separate species, C5H11NO5 in total at a distorted geometry, with ωB97M-V with the def2-TZVPD basis set.

Positions of all 22 atoms, in Å:
C: 1.84899 1.61615 0.49803
C: 2.48191 -1.06842 -0.85465
C: 1.19422 0.35760 0.87803
C: 1.45949 -0.83000 0.27221
C: -1.97549 -0.56690 0.01247
N: -2.84847 0.54157 -0.18091
O: -3.01608 1.01688 -1.44362
O: -3.64914 0.93959 0.84338
O: 0.67529 -1.93876 0.65453
O: -1.81632 -1.09410 1.07935
O: -1.37586 -0.89583 -1.11608
H: 2.40544 1.34754 -0.39498
H: 2.40285 2.15752 1.20555
H: 0.91062 2.21385 0.05677
H: 2.34616 -0.82411 -1.90171
H: 2.79405 -2.17875 -0.90542
H: 3.34327 -0.50013 -0.51314
H: 0.45300 0.48526 1.74611
H: -3.72857 0.58777 -1.83395
H: 0.17433 -1.75567 1.44755
H: -3.41667 1.89437 1.22150
H: -0.66302 -1.50544 -0.77103

Computed properties:
Spin multiplicity ... 3
Calculated total energy ... -17082.55793 eV
Gap between HOMO and LUMO (alpha / beta) ... 5.07 / 8.33 eV
Charge ... 0
HOMO (alpha / beta) ... -4.56 / -9.56 eV

These are the natural (NBO) partial charges, in e, on atoms 1 to 8: C -0.6630; C -0.6933; C -0.1917; C 0.2189; C 0.8430; N 0.0450; O -0.5123; O -0.5234

# 3
Computed, not measured: a cluster of 2 separate species, C5H11NO9 in total at a distorted geometry, with ωB97M-V with the def2-TZVPD basis set.

Positions of all 26 atoms, in Å:
H: -1.36527 -2.43454 -0.74528
C: -1.56349 -1.63206 -0.02333
H: -1.13925 -1.88312 0.96301
C: -0.93135 -0.33287 -0.53603
C: 0.63969 -0.31001 -0.53977
C: 1.21041 -1.36581 -1.47498
C: 1.20950 1.12177 -0.76832
O: 2.60181 1.04581 -0.74458
O: 0.93546 -0.60773 0.82855
N: 2.50235 -0.57825 1.14848
O: 2.74777 0.19337 2.02991
O: 3.14015 -1.37306 0.51192
O: -1.38337 0.76433 0.21016
O: -2.11230 0.29241 1.41215
O: -2.95955 -1.63196 -0.01535
H: -1.29408 -0.14402 -1.56716
H: 0.74668 -1.25172 -2.46675
H: 2.29100 -1.22098 -1.55489
H: 0.97453 -2.37044 -1.10517
H: 0.91421 1.44458 -1.78142
H: 0.78615 1.77977 0.00300
H: 2.97272 1.92825 -0.58192
H: -3.12957 -0.90114 0.62074
H: -2.29817 1.15320 1.83541
O: -3.32212 4.28686 1.97746
O: -2.17391 4.02737 2.36416

Computed properties:
SMILES string ... C[C@](CO)(O[N+](=O)[O-])[C@@H](CO)OO.O=O
Spin multiplicity ... 1
Calculated total energy ... -25268.58475 eV
Gap between HOMO and LUMO (alpha / beta) ... 8.23 / 8.23 eV
Charge ... 0
Relative energy (zero: lowest compared OMol25 entry of this formula, charge and spin) ... 66.4 kJ/mol
HOMO (alpha / beta) ... -10.08 / -10.08 eV

These are the natural (NBO) partial charges, in e, on atoms 1 to 8: H 0.1935; C -0.0958; H 0.1942; C 0.0456; C 0.2158; C -0.6548; C -0.0921; O -0.7317

# 4
Computed, not measured: a cluster of 2 separate species, C5H11NS in total at a distorted geometry, with ωB97M-V with the def2-TZVPD basis set.

Positions of all 18 atoms, in Å:
C: -1.03572 -0.73767 -1.88536
C: 2.00154 0.61665 0.83791
C: -1.63652 -0.00972 1.06742
C: 0.83856 -0.35710 0.48552
C: -0.46692 0.29525 0.25772
N: -0.11948 -1.44824 -2.23853
S: -0.42330 2.05516 -0.01802
H: -1.96969 -0.32236 -1.92535
H: 2.13054 1.41331 0.00288
H: 2.90203 -0.02251 0.86267
H: 1.80542 1.15862 1.83910
H: -1.58140 -0.97940 1.65533
H: -1.71470 0.79750 1.82298
H: -2.51498 -0.28190 0.53485
H: 0.97048 -0.93945 -0.45170
H: 0.59980 -1.10396 1.26313
H: -0.12773 -2.16005 -3.09214
H: 0.34206 2.02586 -1.01841

Computed properties:
Spin multiplicity ... 1
Calculated total energy ... -17684.00089 eV
Gap between HOMO and LUMO (alpha / beta) ... 7.67 / 7.66 eV
Charge ... 0
Relative energy (zero: lowest compared OMol25 entry of this formula, charge and spin) ... 430.5 kJ/mol
HOMO (alpha / beta) ... -6.90 / -6.89 eV

These are the natural (NBO) partial charges, in e, on atoms 1 to 8: C 0.1754; C -0.6119; C -0.6860; C -0.5126; C -0.1168; N -0.6490; S 0.0010; H 0.1842

# 5
Computed, not measured: an isolated molecule of C5H11NS at a distorted geometry, with ωB97M-V with the def2-TZVPD basis set.

Positions of all 18 atoms, in Å:
C: -1.80476 -0.10446 -0.18129
C: -3.11624 -0.12519 0.50712
C: 2.87630 0.56996 -0.41091
C: 1.60200 0.28013 0.37087
C: 0.61201 -0.51371 -0.48740
N: -0.64183 -0.72803 0.17985
S: -4.82198 0.41359 -0.18554
H: -1.70538 0.56328 -1.02519
H: -0.66687 -1.36265 0.96754
H: -3.28872 -1.06984 1.02475
H: -3.07277 0.66727 1.26726
H: 3.34764 -0.35538 -0.73376
H: 2.65246 1.16886 -1.29238
H: 3.58250 1.11902 0.20581
H: 1.13583 1.21860 0.67819
H: 1.84053 -0.28766 1.27331
H: 0.41795 0.03018 -1.41441
H: 1.05133 -1.48397 -0.74382

Computed properties:
Spin multiplicity ... 1
Calculated total energy ... -17686.15921 eV
Gap between HOMO and LUMO ... 5.72 eV
Charge ... 0
Relative energy (zero: lowest compared OMol25 entry of this formula, charge and spin) ... 222.3 kJ/mol
HOMO ... -6.43 eV

These are the natural (NBO) partial charges, in e, on atoms 1 to 8: C 0.3103; C -0.6793; C -0.6057; C -0.4014; C -0.2198; N -0.4882; S -0.5548; H 0.2041

# 6
Computed, not measured: the ion C5H11NS2 with charge -1 at a distorted geometry, with ωB97M-V with the def2-TZVPD basis set.

Positions of all 19 atoms, in Å:
C: -1.92308 0.26083 -0.44934
C: -2.79979 -0.99535 -0.36350
S: -4.33548 -0.70860 0.59367
C: -0.48144 -0.13050 -0.81576
N: 0.41020 0.85191 -0.15482
C: 1.79106 0.74277 -0.61485
C: 2.78061 -0.14017 0.16140
S: 4.44999 0.56306 0.39794
H: -2.36883 0.79450 -1.29349
H: -1.93848 0.82519 0.47771
H: -3.04629 -1.42467 -1.32734
H: -2.39963 -1.66397 0.40952
H: -0.15962 -0.07189 -1.85123
H: -0.30115 -1.12883 -0.39273
H: 0.39343 0.67754 0.84393
H: 2.27443 1.72543 -0.61689
H: 1.87954 0.59103 -1.69561
H: 2.41294 -0.37562 1.16448
H: 2.86849 -1.06571 -0.41709

Computed properties:
Spin multiplicity ... 2
Calculated total energy ... -28522.67357 eV
Gap between HOMO and LUMO (alpha / beta) ... 4.97 / 2.53 eV
Charge ... -1
Relative energy (zero: lowest compared OMol25 entry of this formula, charge and spin) ... 64.6 kJ/mol
HOMO (alpha / beta) ... -2.35 / -2.35 eV

These are the natural (NBO) partial charges, in e, on atoms 1 to 8: C -0.4215; C -0.5399; S 0.0457; C -0.2193; N -0.6236; C -0.2680; C -0.5524; S -0.7191